No. 1
Entry from the Open Molecules 2025 dataset: a cluster of 8 separate species, C21H44Br14F3O3P3Si in total at a distorted geometry (wB97M-V/def2-TZVPD).

Structure (XYZ):
```
89
C21H44Br14F3O3P3Si | the Open Molecules 2025 dataset | wB97M-V/def2-TZVPD
C -3.218 -5.899 -5.544
Br 1.945 5.202 0.696
C 2.814 -1.407 -5.795
O 0.773 6.406 4.595
C 3.083 3.064 -0.844
Br -3.233 -3.068 -5.086
H -2.828 7.956 5.954
C -3.123 -3.063 -0.359
H -3.593 2.919 2.976
H 8.205 -4.001 -1.706
H -1.862 -3.243 -2.111
C -2.668 -4.864 -4.602
H -5.419 5.589 6.916
H 1.626 -2.585 -1.340
C -4.495 5.714 6.350
C 2.026 -7.095 -2.086
H 2.357 -3.382 -5.030
F -1.189 2.967 0.928
P 0.081 5.282 5.499
C -3.430 3.105 1.912
H 2.645 -2.145 -3.793
H -0.982 -3.180 -0.569
H -1.580 -4.848 -4.649
C 7.733 -4.434 -2.585
H 7.865 -6.541 -2.090
H -4.298 2.714 1.381
H -1.308 6.458 2.204
H -2.985 -5.025 -3.576
F -1.532 0.206 0.647
C 1.637 -1.294 0.407
P -1.391 4.188 4.343
C -2.242 2.303 1.455
C -3.266 4.595 1.592
C 7.122 -5.766 -2.244
H 0.325 7.259 4.634
H 7.005 -3.738 -2.989
H -4.736 4.864 4.407
H 1.640 -0.843 -1.690
Br 0.297 -2.056 -4.578
H 3.910 3.174 -0.151
H -2.845 4.752 0.602
Br -1.758 -5.480 -1.010
C 2.218 -2.337 -4.775
Br -4.685 -3.361 -1.472
H -5.878 6.142 4.745
H 0.578 -1.056 0.477
H -1.734 5.967 6.381
Br 5.935 -6.397 -3.647
H 3.005 -7.416 -2.424
H 1.429 2.800 0.490
H -3.916 4.813 6.553
H -3.082 -1.992 -0.195
C 1.773 3.515 -0.254
Si -2.324 5.619 2.884
Br 2.390 -1.957 -7.611
H -0.637 3.295 3.567
H 1.299 -7.884 -2.266
Br 9.148 -4.598 -3.908
H -4.000 6.581 6.782
H -1.759 8.164 4.559
H 3.015 2.028 -1.170
H -4.272 5.020 1.577
C 2.017 -6.664 -0.642
H 2.459 -0.387 -5.686
H 6.496 -5.679 -1.358
Br 1.903 -2.821 1.580
H -3.179 9.150 4.729
F -2.767 0.269 2.454
C -1.882 -3.539 -1.066
C -2.172 0.976 1.517
H 3.899 -1.425 -5.730
Br -5.105 -6.242 -5.217
C -2.797 8.143 4.883
H 1.004 3.654 -1.006
Br 3.553 -5.534 -0.281
Br 3.932 -1.657 -1.279
H -3.129 -5.604 -6.584
H 2.218 -0.474 0.817
P -3.800 7.000 3.826
O 1.102 4.388 6.047
Br 3.546 4.077 -2.438
C 2.004 -1.618 -1.018
O -0.793 6.055 6.595
H 2.103 -7.516 0.029
H -2.718 -6.852 -5.390
H 1.132 -6.090 -0.385
Br 1.491 -5.597 -3.202
H -3.288 -3.570 0.585
C -4.837 5.852 4.860
```

## Properties
relative energy (zero: lowest compared OMol25 entry of this formula, charge and spin)	0.0	kcal/mol
SMILES	CCP(C)[Si@H](CCC(F)=C(F)F)PP(=O)(O)O.BrCCBr.BrCCBr.BrCCBr.BrCCBr.BrCCBr.BrCCBr.BrCCBr

=====

No. 2
Entry from the Open Molecules 2025 dataset: a structure of composition C26H24N4OPtSSi at a distorted geometry (wB97M-V/def2-TZVPD).

Structure (XYZ):
```
58
C26H24N4OPtSSi | the Open Molecules 2025 dataset | wB97M-V/def2-TZVPD
H -5.241 -4.068 0.322
C 3.062 -4.438 -0.929
C -1.628 3.127 3.940
H 4.932 3.138 1.098
C -1.181 3.104 -1.228
H -2.782 0.119 -3.075
S -2.917 -1.409 1.127
C -2.583 2.258 -2.986
C -1.995 3.324 -2.330
C 2.027 1.807 0.047
O 0.127 -0.083 1.120
H -3.237 2.438 -3.826
H -5.471 -2.532 1.108
C 1.781 -4.812 -1.225
C 3.286 -3.311 -0.115
Pt -0.710 -1.875 0.509
H 0.921 4.315 1.301
H -1.500 1.205 3.007
N -4.870 -3.187 0.642
H 5.528 2.682 -1.261
C -1.163 2.229 2.988
H 0.084 5.879 2.971
H 1.580 -5.675 -1.833
H 2.709 2.571 1.935
H -1.310 -0.290 -1.162
C 4.218 2.690 0.426
C -1.255 -5.596 -1.468
H 3.901 -4.999 -1.307
H 1.635 1.076 -1.942
C -0.268 2.671 2.035
N -1.519 -3.481 -0.237
C 2.952 2.374 0.903
H -2.170 4.338 -2.656
H -0.745 3.948 -0.716
N 0.950 -2.908 0.017
C 3.619 1.843 -1.736
C -0.276 4.862 2.981
C -1.516 0.738 -1.474
H 2.335 -1.688 0.923
C 2.203 -2.575 0.315
C -2.340 0.961 -2.565
H 3.865 1.636 -2.766
N -2.786 -3.769 -0.120
H -1.385 -6.387 -0.725
C -0.664 -4.398 -0.834
H -2.332 2.782 4.683
C -1.197 4.440 3.921
Si 0.248 1.407 0.666
C -3.573 -2.920 0.487
C 0.196 3.971 2.023
H -1.586 5.147 4.643
H -2.243 -5.353 -1.853
H 4.284 -3.030 0.178
C 0.684 -4.067 -0.710
H -0.634 -5.990 -2.267
C 4.544 2.429 -0.891
C -0.942 1.807 -0.808
C 2.352 1.524 -1.269
```

## Properties
expectation value of S²	6.055
calculated total energy	-2105.7985	a.u.
multiplicity	5
charge	+2

=====

No. 3
Entry from the Open Molecules 2025 dataset: a cluster of 3 separate species, C4H11NS in total at a distorted geometry (wB97M-V/def2-TZVPD).

Structure (XYZ):
```
17
C4H11NS | the Open Molecules 2025 dataset | wB97M-V/def2-TZVPD
C -1.462 -1.180 1.644
H -0.032 2.073 1.861
C -0.290 -0.654 -1.975
H 1.733 -1.298 -1.505
H -1.793 -1.926 2.421
H -1.308 -0.655 -1.638
S 0.925 1.745 1.101
H -1.470 -2.683 0.428
C 0.915 -0.739 -1.063
H -0.117 1.396 -1.057
H 1.343 1.150 -2.088
C 0.427 0.676 -1.676
H -0.059 -1.212 -2.875
N -1.322 -1.648 0.286
H -0.361 -0.980 1.371
H 0.958 -0.627 0.010
H -1.971 -0.239 1.868
```

## Properties
relative energy (zero: lowest compared OMol25 entry of this formula, charge and spin)	206.0	kcal/mol